167
Properties=species:S:1:pos:R:3:mulliken_spin:R:1 method="wB97M-V/def2-TZVPD" energy_ev=-280224.08723 fmax_ev_per_a=11.82 spin_multiplicity=4
H 2.5294 -8.8070 8.2486 0.0007
C -7.2856 -1.3820 1.0274 0.0081
H -5.9210 -0.4397 -1.0720 -0.0005
S 1.4969 5.5143 3.4558 0.0001
O 3.7501 -2.4730 -6.0450 0.0000
H -0.0609 -6.1759 7.5135 0.0023
H 4.1222 -4.0781 5.0611 0.0036
C -5.0987 5.7675 -4.7290 0.0146
H 3.7458 -5.6189 -0.5429 0.0000
H -1.5342 1.9154 1.8108 -0.0001
H 3.7614 -8.1985 7.1456 -0.0092
S 0.4144 0.2814 0.3744 0.0001
H -5.1991 1.0079 -0.3951 0.0043
C 3.1542 -0.4471 -3.1795 0.0002
H -6.7967 3.0428 0.1505 0.0048
C -4.1058 7.5864 -7.2033 -0.0148
H 0.2398 3.0046 4.1366 0.0001
C 1.5674 -4.4759 0.8972 0.0004
O 2.8469 -4.4098 -2.0528 0.0000
H 1.6659 -5.3209 0.0806 0.0001
H 2.1653 -5.5155 9.4827 0.0001
P 3.4065 5.0271 -2.2158 0.0003
H 5.6009 -7.2528 -0.7149 0.0000
H 3.6333 -3.3791 1.3495 -0.0001
H 0.2264 -7.8131 5.7147 -0.0002
H -8.4937 2.8715 -0.2581 0.0002
C -2.4334 2.8122 3.7329 0.0021
C -2.8178 9.8350 -4.2704 -0.0093
C 0.2303 2.2539 3.2392 -0.0002
H -4.1212 -0.1188 1.4936 0.0049
C 0.9018 -3.0773 0.3707 0.0001
C 0.7766 6.4676 -2.2968 0.0077
I -1.1592 -3.4285 -0.4135 0.0000
H -4.0914 5.4390 -7.1856 0.0002
H 5.1048 3.3306 -2.9839 0.0000
C -3.5563 6.2604 -6.6912 0.0154
H 4.7654 -5.6849 -3.4708 0.0000
H 2.5177 -3.3286 5.1938 0.0033
C -3.6417 6.0985 -5.1488 0.0317
O -1.7624 7.2927 -4.4136 0.6419
H -3.2277 10.8036 -4.5815 0.0000
H -3.9118 9.6915 -6.8261 0.0001
H 2.6045 6.9402 -3.6440 0.0000
H 8.9791 -7.7698 -2.9565 0.0000
N -6.8259 0.8535 2.0318 0.2788
H 0.7205 -2.4153 1.3477 0.0001
H -6.8173 -2.2553 0.5564 0.0005
C -5.0745 8.9478 -4.5307 0.0102
C -8.1503 2.9809 2.5021 -0.0041
C -7.2691 1.2210 -0.8807 -0.0202
N 6.3594 1.0252 -3.2928 0.0000
Br 3.1556 6.8315 0.7189 0.0000
H -9.0192 3.5715 2.1867 0.0001
C 1.8657 -7.0887 7.0447 0.0271
H -5.3782 4.7517 -5.0355 0.0004
C 2.9825 -4.7943 6.8127 0.0217
C 4.1977 3.8621 -3.5037 0.0000
C 7.2883 -6.2723 -4.5048 0.0000
C -1.3373 1.8449 2.9660 -0.0007
C 2.3750 4.9484 0.6378 0.0021
Cl 6.4685 -2.4695 -4.5007 0.0000
C 1.1099 -8.1985 6.2378 -0.0053
H -5.0378 -1.2266 2.5392 0.0014
H 3.3784 -7.3512 8.6568 0.0011
H -2.5103 6.1777 -7.0139 0.0035
H 0.7438 -8.9894 6.9043 0.0003
C 1.3874 -5.2323 8.7697 -0.0173
C 3.3748 -3.6969 5.7681 -0.0278
Br 1.2031 0.5993 3.9294 0.0001
C -9.2827 1.0482 1.5380 0.0049
C 2.6478 -2.9558 -1.9834 0.0001
C 5.1742 0.6119 -3.6590 0.0000
N -3.1699 7.3129 -4.3993 0.2709
H 6.7676 -5.4370 -5.1808 0.0000
H 3.8104 -2.8185 6.2599 -0.0006
O -5.7338 1.6584 2.4076 0.6312
H -2.0214 3.8655 4.0320 0.0000
N 2.0521 1.8071 -2.1956 0.0001
C 5.1185 -5.6964 -2.3561 0.0000
C 1.9227 2.5505 -0.8881 0.0020
H -10.0991 1.7623 1.3700 0.0003
C -7.6225 2.3185 0.1162 0.0180
C 2.9487 -7.8906 7.8146 0.0149
H 6.4537 -7.1171 -4.3864 0.0000
C 1.7069 -2.2969 -0.8154 -0.0003
N 2.5317 -6.0708 6.1618 0.2921
C 8.7374 -6.8383 -2.2647 0.0000
H -5.8092 8.3656 -5.0830 0.0005
H -2.4000 8.8059 -6.7469 0.0024
H -3.3292 2.9547 2.9616 0.0036
H 2.3333 -3.3560 8.3270 0.0009
H -5.8450 6.4149 -5.1860 0.0008
H 8.2221 -6.7076 -5.1082 0.0000
H -4.6786 -1.6537 0.8615 -0.0007
H 3.5766 -5.2812 1.6113 0.0014
H 1.7687 -8.6709 5.4992 -0.0005
H -5.3314 9.9942 -4.7400 0.0001
H -2.8840 9.7896 -3.1762 0.0014
H 4.6087 -3.9011 -0.9407 0.0000
H -7.5767 -1.6849 2.0405 -0.0066
H 1.3096 2.0718 -2.8866 0.0000
H 0.5520 -7.2106 8.7897 0.0005
C -6.1023 0.3844 -0.3696 0.0191
H -9.4742 0.5586 2.5001 -0.0051
H 4.0404 -7.6867 -1.6783 0.0000
C 7.7973 -5.7051 -3.0543 0.0000
H -3.9016 7.6737 -8.2771 0.0019
C 1.5185 -0.6355 -0.8881 0.0002
C 2.0390 5.9806 -3.2242 -0.0009
H 0.8035 -4.9185 1.7021 -0.0001
C 5.1461 -7.2785 -1.8174 0.0000
H 4.7398 -4.0561 7.9063 0.0002
C 1.0078 2.8385 1.8826 0.0021
H 0.5814 -4.7830 9.3619 0.0019
H 5.8237 -7.9700 -2.4814 0.0000
H 6.9176 -5.4137 -0.9718 0.0000
H -3.3074 3.9139 -5.2324 -0.0001
H 3.4316 3.1404 -4.0167 0.0000
C -6.3106 -0.1750 1.0643 0.0341
C -3.6024 8.6508 -4.9274 0.0341
H 2.7748 -4.1973 2.9280 -0.0141
H -8.1355 0.5860 -1.0802 -0.0002
H -9.3943 0.3080 0.7484 0.0004
H 2.3359 5.1124 4.5116 -0.0001
C -7.9081 1.7712 1.5391 0.0304
H -2.8677 4.6349 -3.6790 0.0018
H -2.8526 2.1866 4.6565 -0.0006
H 4.4778 -2.5365 -6.7545 0.0000
H 9.7887 -6.3550 -1.9767 0.0000
C 2.2070 0.3158 -2.0312 -0.0003
H 0.0546 7.1452 -2.9633 -0.0031
C 1.9159 -4.2070 7.7734 0.0178
H -5.2375 8.7829 -3.4592 -0.0064
H -1.7583 9.8510 -4.5483 -0.0005
H 6.5790 -3.9110 -2.0575 0.0000
H -8.1884 -1.1994 0.4473 0.0006
H 4.6341 4.5606 -4.3665 0.0000
H -6.9973 1.6748 -1.8411 0.0016
H -8.3459 2.6347 3.5247 0.0008
P 4.4157 -3.0077 -4.5012 0.0000
H 8.2555 -7.1661 -1.2380 0.0000
H 0.1183 5.5624 -1.9266 0.0007
H -1.4660 0.7337 3.3241 0.0000
H 8.5440 -4.8004 -3.2685 0.0000
O 1.6112 -5.7244 5.1546 0.6419
C 4.3049 -5.0152 7.5968 0.0122
C 6.6208 -5.1031 -2.0858 0.0000
C 1.6210 4.3693 1.9778 -0.0022
C 2.9797 -4.2592 1.7674 0.0176
H -1.8140 4.8185 -5.0992 0.0010
H -7.3055 3.6776 2.5329 0.0002
C -3.4620 8.7562 -6.4684 0.0161
C 2.5400 4.0962 -0.7923 -0.0018
O 3.8326 0.3295 -4.2703 0.0000
H 5.0527 -5.5247 6.9779 -0.0075
H 1.0700 -3.8070 7.1970 0.0025
C -2.8578 4.7980 -4.7634 -0.0154
H 1.6416 5.3725 -4.1408 -0.0001
C 3.3929 -2.0688 -3.1905 -0.0002
H -5.1930 7.6150 -7.0987 -0.0002
H 4.1845 -5.5767 8.5210 0.0011
C -4.9604 -0.8242 1.5220 -0.0121
H 1.1074 7.1470 -1.3999 0.0005
C 0.8556 -6.4631 8.0451 0.0169
C 4.0832 -4.8466 -1.3887 0.0001
C 1.1741 2.0018 0.4756 -0.0019
H -5.2155 5.8144 -3.6395 -0.0077